Entry from the Open Molecules 2025 dataset: a molecular structure, C25H36IN2P2S6SbTc (ωB97M-V with the def2-TZVPD basis set).

Each line ends with the Mulliken spin population.
Atoms and positions in Å:
Tc: -0.17166 0.07334 -0.20468  2.081
C: 1.12896 -0.68932 3.28772  -0.006
P: -0.04528 0.29373 2.30062  -0.019
C: 0.08795 1.94264 3.06246  -0.001
C: -1.66894 -0.30999 2.90643  0.001
C: -2.78945 0.27894 2.05260  0.000
P: -2.50595 -0.12890 0.28804  -0.054
C: -3.17699 -1.80245 0.08577  0.005
C: -3.66025 0.91978 -0.62074  0.019
H: 0.85129 -0.66207 4.34281  0.001
H: 2.13933 -0.29415 3.18793  0.003
H: 1.12237 -1.71789 2.92982  0.002
H: -0.11917 1.88592 4.13199  0.000
H: -0.60161 2.63928 2.58840  0.000
H: 1.09833 2.32797 2.92215  0.000
H: -1.78864 -0.05506 3.96240  -0.001
H: -1.65064 -1.40153 2.82784  -0.001
H: -2.79477 1.37112 2.12584  0.007
H: -3.77376 -0.07618 2.36810  -0.003
H: -4.23455 -1.82308 0.35274  -0.002
H: -2.63002 -2.51808 0.69859  -0.001
H: -3.06171 -2.09234 -0.95919  0.000
H: -4.67508 0.76722 -0.24882  -0.001
H: -3.61380 0.67825 -1.68318  -0.005
H: -3.37478 1.96675 -0.51802  0.000
S: 2.28415 0.01638 -0.67437  0.013
C: 2.76855 -1.61755 -0.19598  0.029
N: 4.07867 -1.98450 -0.54738  0.012
C: 4.30660 -3.40617 -0.65433  -0.003
C: 3.61218 -4.15033 0.48894  0.000
N: 2.19841 -3.84912 0.45239  -0.006
C: 1.30616 -4.99358 0.39663  0.004
C: 1.19710 -5.70133 1.72516  0.006
C: 1.64254 -7.00614 1.88092  0.001
C: 1.54302 -7.64539 3.10920  0.000
C: 0.99715 -6.98148 4.19372  0.000
C: 0.54674 -5.67535 4.04694  0.001
C: 0.64708 -5.04262 2.82134  -0.006
C: 1.83046 -2.55262 0.17140  -0.003
S: 0.09351 -2.24062 0.26168  0.079
C: 5.19797 -1.20771 -0.04840  -0.003
C: 5.64577 -1.50791 1.36868  0.000
C: 4.73676 -1.52622 2.42732  -0.003
C: 5.15633 -1.78664 3.72046  0.000
C: 6.49789 -2.03223 3.97949  0.000
C: 7.40789 -2.02027 2.93744  0.000
C: 6.98228 -1.76163 1.64243  0.000
H: 5.38135 -3.58777 -0.62342  0.000
H: 3.92325 -3.77777 -1.61064  0.000
H: 4.05609 -3.85358 1.44217  0.000
H: 3.73520 -5.22911 0.38776  0.000
H: 1.67884 -5.69687 -0.35880  0.002
H: 0.32306 -4.66676 0.06639  0.000
H: 2.07017 -7.52903 1.03371  0.000
H: 1.89521 -8.66277 3.21671  0.000
H: 0.91948 -7.47759 5.15180  0.000
H: 0.11351 -5.15507 4.89145  0.000
H: 0.28980 -4.02764 2.69471  0.007
H: 4.94809 -0.15002 -0.13590  0.002
H: 6.03814 -1.36429 -0.73044  -0.002
H: 3.68467 -1.36797 2.22470  0.003
H: 4.43731 -1.80318 4.52943  0.000
H: 6.82826 -2.23669 4.98896  0.000
H: 8.45439 -2.21554 3.13000  0.000
H: 7.70078 -1.75490 0.83161  0.000
S: -2.54244 3.08449 -3.35425  0.045
Sb: -0.55542 2.27857 -2.74072  0.020
S: -0.35540 2.37954 -0.26858  0.337
S: -0.70627 -0.17417 -2.42614  0.382
S: 1.47015 2.72811 -3.54190  0.056
I: 4.40850 2.55687 -0.01547  -0.001
C: 2.91351 1.16035 0.60392  0.014
H: 2.07446 1.78779 0.88438  -0.015
H: 3.30154 0.60634 1.45309  0.003

The calculation puts the HOMO energy (spin up / spin down) at -0.27010 / -0.26793 Eh. The relative energy (zero: lowest compared OMol25 entry of this formula, charge and spin) is 0.0 kJ/mol. As for the multiplicity: 4. The LUMO energy (spin up / spin down) comes out at 0.06 / -1.65 eV. As for the charge: 0.

=====

Entry from the Open Molecules 2025 dataset: a molecular structure, C25H36N11Sn (ωB97M-V with the def2-TZVPD basis set).

Each line ends with the Löwdin charge.
Atoms and positions in Å:
Sn: -2.09960 6.39258 3.96624  1.253
C: -1.71561 -6.43102 -2.40204  -0.030
N: -0.84177 -5.32902 -2.09913  -0.100
C: 0.57359 -5.70690 -1.73580  0.005
C: -1.16054 -4.07081 -1.89721  -0.366
N: -0.28105 -3.33603 -1.09785  0.188
C: -0.59911 -3.11672 0.15606  -0.153
C: -1.91817 -3.60763 0.75675  0.025
C: -2.09879 -3.53515 2.05040  -0.044
C: -1.11209 -2.94294 2.93089  0.088
C: 0.02913 -2.33694 2.37241  -0.156
C: 0.91254 -1.58056 3.21891  -0.005
C: 1.99990 -0.93276 2.86158  -0.025
C: 2.23898 -0.81483 1.43859  0.136
C: 1.34940 -1.60728 0.46752  -0.137
N: 1.79166 -1.58146 -0.81491  0.165
C: 2.93935 -1.03663 -1.27331  -0.309
N: 2.97376 -0.20172 -2.34594  -0.085
C: 1.72878 0.58796 -2.55002  -0.009
C: 4.14889 -0.02250 -3.16105  -0.034
N: 4.11691 -1.55479 -0.76833  -0.120
C: 5.45851 -1.01773 -1.03685  -0.044
C: 4.20273 -2.97996 -0.41886  -0.022
C: 0.29662 -2.35607 1.01646  -0.071
N: -2.16923 -3.48900 -2.48684  -0.085
C: -2.80575 -2.29215 -1.95375  -0.013
C: -2.66489 -3.99757 -3.75080  -0.013
H: -1.37874 -7.33626 -1.87601  0.114
H: -1.86897 -6.68454 -3.46402  0.109
H: -2.65215 -6.19186 -1.96182  0.088
H: 0.78922 -6.69904 -2.21069  0.114
H: 0.73936 -5.83478 -0.64516  0.102
H: 1.19717 -4.88454 -2.10018  0.086
H: -2.57337 -4.29015 0.17916  0.137
H: -2.97474 -3.93995 2.48728  0.116
H: -1.23102 -2.92255 4.04894  0.152
H: 0.63747 -1.53790 4.25985  0.130
H: 2.54590 -0.45573 3.65144  0.124
H: 3.00036 -0.13557 1.01423  0.114
H: 0.78952 0.10405 -2.29688  0.078
H: 1.66344 0.91996 -3.59310  0.094
H: 1.80103 1.53910 -1.97907  0.083
H: 4.64128 -0.97413 -3.36519  0.109
H: 4.75956 0.76737 -2.82268  0.083
H: 3.80237 0.40228 -4.11644  0.111
H: 5.47274 0.02455 -0.98208  0.080
H: 5.98823 -1.53532 -1.83116  0.104
H: 5.97843 -1.36256 -0.13731  0.104
H: 4.67474 -3.10892 0.55036  0.099
H: 4.81825 -3.54679 -1.13449  0.108
H: 3.25328 -3.47079 -0.45156  0.070
H: -3.60679 -2.42932 -1.24215  0.091
H: -3.29240 -1.74747 -2.79579  0.114
H: -2.13517 -1.56609 -1.50831  0.091
H: -1.99080 -4.72920 -4.21773  0.101
H: -2.69883 -3.18124 -4.49243  0.113
H: -3.66778 -4.34715 -3.69141  0.099
N: -0.85054 5.77881 2.40754  -0.109
C: -0.26090 5.07365 1.64625  -0.306
N: 0.17275 4.42579 0.69371  0.147
C: 0.87643 3.34425 0.81437  -0.335
N: 1.50614 2.36996 0.68892  0.143
C: -5.08635 10.09667 3.50489  0.012
N: -3.64036 10.45718 3.59181  -0.122
C: -3.24750 11.93708 3.69364  0.073
C: -2.90943 9.43164 3.46381  -0.254
N: -2.38933 8.40121 3.30647  -0.029
H: -5.45256 9.74013 4.45805  0.100
H: -5.26043 9.36761 2.71444  0.100
H: -5.69786 10.98363 3.19748  0.123
H: -3.59277 12.16712 4.64323  0.075
H: -3.79846 12.42016 2.89445  0.101
H: -2.14453 12.05726 3.56223  0.124

The calculation puts the HOMO energy (spin up / spin down) at -0.54763 / -0.54966 Eh. The relative energy (zero: lowest compared OMol25 entry of this formula, charge and spin) is 0.0 kJ/mol. The LUMO energy (spin up / spin down) comes out at -8.71 / -8.85 eV. As for the charge: +3.

=====

Entry from the Open Molecules 2025 dataset: 5 unconnected molecules or ions with the total composition C25H36N3O14S (ωB97M-V with the def2-TZVPD basis set).

Each line ends with the Löwdin charge.
Atoms and positions in Å:
C: -0.62261 0.04461 0.73517  -0.055
C: -1.90445 0.45409 0.02347  -0.253
O: -2.59918 -0.66339 -0.53354  -0.132
C: -2.45178 -0.76234 -1.93281  -0.171
C: -0.98356 -1.02826 -2.22015  -0.131
O: -0.76154 -1.65249 -3.51892  0.005
C: 0.48009 -1.44688 -3.96304  -0.214
C: 1.59253 -1.62314 -3.14159  0.075
N: 2.80467 -1.34545 -3.57475  0.075
N: 3.11229 -0.91963 -4.78331  0.143
C: 2.09113 -0.76162 -5.59281  -0.009
C: 0.74685 -1.00358 -5.25278  -0.147
N: -0.28385 -0.82423 -6.17011  0.119
C: -0.30773 0.17003 -6.89072  -0.742
S: -0.33585 1.40889 -7.79157  0.901
H: -0.76580 -0.88737 1.27676  0.089
H: -0.27615 0.83699 1.39613  0.068
H: 0.17830 -0.12149 0.00990  0.053
H: -2.57810 0.92362 0.74084  0.122
H: -1.69691 1.21437 -0.73550  0.119
H: -3.07622 -1.56975 -2.30764  0.139
H: -2.76392 0.17695 -2.39686  0.133
H: -0.56305 -1.64082 -1.42601  0.125
H: -0.44692 -0.07689 -2.24721  0.132
H: 1.50622 -1.96222 -2.12007  0.159
H: 3.56730 -1.45182 -2.88945  0.131
H: 2.32581 -0.40405 -6.58678  0.137
C: 5.31516 3.16268 -1.64064  -0.014
C: 4.53633 2.12665 -0.87730  -0.297
C: 5.22785 1.55219 0.33983  -0.054
O: 4.65999 0.22452 0.40445  0.101
C: 4.35553 -0.12951 -0.83869  -0.561
O: 4.10740 -1.26171 -1.17865  0.113
O: 4.35680 0.91549 -1.67385  0.085
H: 5.47709 4.03908 -1.01421  0.100
H: 6.28105 2.76680 -1.95576  0.095
H: 4.77440 3.47174 -2.53402  0.090
H: 3.54450 2.49962 -0.61397  0.160
H: 5.03058 2.09819 1.25686  0.146
H: 6.30421 1.44378 0.19436  0.146
C: -0.88637 -3.94399 -6.22495  -0.025
C: -0.58345 -5.37379 -6.59442  -0.325
C: 0.85826 -5.80349 -6.41272  -0.103
O: 1.00177 -6.81136 -7.41204  0.065
C: 0.14133 -6.51039 -8.42277  -0.553
O: 0.17094 -6.98619 -9.50457  0.187
O: -0.75407 -5.57642 -8.00523  0.084
H: -0.71643 -3.78116 -5.15977  0.079
H: -0.26289 -3.26818 -6.80724  0.072
H: -1.92464 -3.70219 -6.44781  0.097
H: -1.25581 -6.06072 -6.07302  0.161
H: 1.07966 -6.21280 -5.43023  0.138
H: 1.55590 -4.99013 -6.63932  0.135
C: -1.71682 2.87516 5.05525  -0.011
C: -0.22136 2.93411 4.91254  -0.308
C: 0.37149 4.32654 4.94077  -0.074
O: 1.55324 4.16549 4.13626  0.071
C: 1.30947 3.18073 3.25200  -0.578
O: 1.97807 2.96250 2.28642  0.131
O: 0.20820 2.48578 3.60282  0.071
H: -2.01892 3.26163 6.02596  0.066
H: -2.20739 3.46299 4.27835  0.100
H: -2.07036 1.84812 4.95739  0.089
H: 0.26335 2.29191 5.65203  0.161
H: 0.63596 4.67740 5.93342  0.144
H: -0.27828 5.05667 4.45398  0.143
C: -4.32575 0.11379 9.72590  -0.020
C: -4.70684 1.35506 8.96380  -0.322
C: -4.65939 1.23516 7.45526  -0.090
O: -4.37369 2.58343 7.05245  0.048
C: -3.66448 3.15520 8.06012  -0.575
O: -3.04520 4.16529 7.95661  0.155
O: -3.74766 2.41085 9.17946  0.093
H: -5.03624 -0.68676 9.52025  0.094
H: -3.32503 -0.21693 9.44552  0.091
H: -4.32299 0.30775 10.79726  0.091
H: -5.68221 1.72430 9.29041  0.161
H: -5.59205 0.90147 7.00921  0.140
H: -3.84074 0.59232 7.12069  0.136

The calculation puts the HOMO energy at -0.46401 Eh. The LUMO energy comes out at -4.23 eV. As for the charge: +1.